Record 1
{
  "formula": "C4H9NO2",
  "method": "ωB97M-V with the def2-TZVPD basis set",
  "relative_energy_kcal_mol": 212.2,
  "homo_lumo_gap_ev": [7.43, 7.54],
  "multiplicity": 1,
  "species": ["O", "O", "N", "C", "C", "C", "C", "H", "H", "H", "H", "H", "H", "H", "H", "H"],
  "coordinates": [[0.4907, 2.1506, 1.2332], [-0.2722, 2.3025, -0.0297], [-1.2795, 0.7297, -1.4039], [1.1536, 0.2860, -0.6086], [-0.9728, -1.7279, -0.1087], [-0.0071, -1.0900, 0.7487], [-0.3720, 1.1097, -0.7037], [-0.6545, -2.6911, -0.5017], [-0.3269, -0.3336, 1.4512], [0.9190, -1.5916, 0.9921], [1.2565, -0.5835, -1.2495], [1.5147, 1.1288, -1.2167], [-0.0569, 2.7234, 1.7892], [-1.2570, -0.9280, -0.9738], [1.8313, 0.3017, 0.2409], [-1.9671, -1.7867, 0.3410]],
  "atomic_forces_ev_per_a": [[-0.3698, -0.1216, -0.7703], [0.4223, 0.5191, 0.5615], [0.0353, -0.1383, 0.2501], [-0.4866, 0.6679, -0.0280], [0.0873, 0.5934, 0.0844], [-0.7219, -0.2846, -0.4335], [0.4374, -1.3376, 0.3953], [-0.0037, 0.1630, -0.1679], [0.0278, 0.0202, 0.0054], [0.0732, 0.1406, -0.1567], [-0.1341, -0.0334, 0.0577], [0.0708, -0.0267, -0.0978], [-0.0159, -0.0324, -0.0863], [0.6830, -0.1517, 0.2981], [-0.1061, -0.0621, 0.0424], [0.0009, 0.0842, 0.0455]],
  "nbo_charge": [-0.47, -0.29, -0.54, -0.75, -0.76, -0.10, 0.44, 0.23, 0.21, 0.20, 0.24, 0.27, 0.48, 0.34, 0.23, 0.26]
}

=====

Record 2
{
  "formula": "C8H16",
  "method": "ωB97M-V with the def2-TZVPD basis set",
  "relative_energy_kcal_mol": 34.4,
  "homo_lumo_gap_ev": 10.64,
  "multiplicity": 1,
  "species": ["C", "C", "C", "C", "C", "C", "C", "C", "H", "H", "H", "H", "H", "H", "H", "H", "H", "H", "H", "H", "H", "H", "H", "H"],
  "coordinates": [[2.1850, 0.0379, -6.0281], [0.8894, -0.6022, -3.9548], [3.5921, 0.8094, -5.7903], [1.7770, -0.8844, -4.9559], [-7.4767, 2.6504, 0.1999], [-8.1518, 3.7012, -0.7348], [-6.1071, 3.1181, 0.5632], [-8.6739, 3.4075, -1.9248], [-5.5391, 2.3660, 1.1361], [3.5732, 1.4770, -4.9125], [-7.2862, 1.7284, -0.3825], [-5.5520, 3.3488, -0.3616], [3.9060, 1.3947, -6.6709], [-9.1057, 4.1769, -2.5750], [1.4050, 0.7794, -6.2872], [0.6879, -1.3572, -3.1863], [-8.0597, 2.3672, 1.0973], [-8.7098, 2.3685, -2.2717], [4.3364, 0.0151, -5.6122], [2.3087, -0.6378, -6.8962], [-8.2125, 4.7365, -0.3741], [-6.1818, 4.0378, 1.1674], [0.3201, 0.3333, -3.9116], [2.3314, -1.8320, -4.9745]],
  "atomic_forces_ev_per_a": [[1.0586, 1.2066, -1.1795], [1.1014, -0.8989, -1.3336], [-0.9876, -1.1764, -0.0196], [-0.9755, 0.4901, 2.4291], [-0.6531, -0.2226, -1.3197], [-0.1993, -0.8643, 0.6344], [0.9602, 0.7653, 0.5472], [0.0149, -0.0521, 0.1693], [-0.2277, 0.2965, -0.1864], [-0.1992, -0.3641, -0.3308], [-0.7019, 0.2441, 0.1308], [-0.0494, -0.0230, 0.4357], [-0.3075, -0.3296, 0.2843], [0.1480, -0.3406, 0.3108], [0.2996, -0.3726, 0.2580], [0.0202, 0.3859, -0.2853], [0.0421, 0.3865, -0.5001], [0.1155, 0.4217, -0.0071], [-0.0521, 0.4706, -0.0086], [0.0953, 0.7065, -0.0528], [0.2376, -0.3701, -0.0484], [0.3131, -0.2414, -0.1665], [0.3402, -0.3298, -0.0918], [-0.3935, 0.2119, 0.3307]],
  "nbo_charge": [-0.44, -0.41, -0.60, -0.17, -0.44, -0.17, -0.60, -0.40, 0.21, 0.21, 0.20, 0.21, 0.21, 0.20, 0.21, 0.20, 0.21, 0.19, 0.20, 0.21, 0.19, 0.20, 0.19, 0.19]
}

=====

Record 3
{
  "formula": "C5H8N",
  "method": "ωB97M-V with the def2-TZVPD basis set",
  "relative_energy_kcal_mol": 71.8,
  "homo_lumo_gap_ev": 10.37,
  "charge": 1,
  "multiplicity": 1,
  "species": ["N", "C", "C", "C", "C", "C", "H", "H", "H", "H", "H", "H", "H", "H"],
  "coordinates": [[1.7130, 0.0198, -0.2816], [0.6303, -0.0475, 0.1139], [-0.6650, -0.3149, 0.7181], [-2.7429, 0.5024, -0.7501], [-2.2274, -0.0336, 0.3475], [3.1157, 0.0805, -0.3118], [-3.8132, 0.5775, -0.5664], [-0.6464, -1.4206, 0.7908], [3.5107, 1.0770, -0.1468], [3.4970, -0.3451, -1.2809], [3.4051, -0.8170, 0.3569], [-2.8777, -0.3214, 1.1333], [-0.5350, 0.1772, 1.6188], [-2.3641, 0.8657, -1.7417]],
  "atomic_forces_ev_per_a": [[-2.5167, 0.4634, 1.0765], [0.3808, 0.1606, -1.7444], [-1.7571, -1.4530, -1.7259], [-0.6161, 0.0425, 0.0613], [3.1469, 0.8951, -2.0239], [1.7176, -3.2554, -0.8153], [-0.0825, 0.1999, -0.8374], [0.1950, 0.4045, 0.5957], [-0.0461, -0.1588, 0.4245], [-0.5970, 0.9201, 0.5195], [0.0865, 2.0707, -0.3070], [-0.0791, -0.2917, 0.8587], [0.1234, 0.5057, 2.4702], [0.0444, -0.5037, 1.4476]],
  "nbo_charge": [-0.22, 0.67, -0.58, -0.35, -0.16, -0.47, 0.23, 0.30, 0.28, 0.27, 0.27, 0.23, 0.28, 0.24]
}

=====

| no. | total energy (eV) |
| --- | --- |
| 1 | -9870.8588 |
| 2 | -8553.6213 |
| 3 | -6794.9738 |